[1]
25
Properties=species:S:1:pos:R:3 method="wB97M-V/def2-TZVPD" de_lowest_kcal_mol=183.8 total_charge=0 homo_lumo_gap_ev=8.096
O -2.03630 2.35101 -2.58202
N -1.02390 1.69975 -2.42347
N -0.37645 0.94306 -3.07824
N 0.51926 0.12177 -3.10297
C 0.62864 -0.89725 -2.04226
C -0.76005 -1.39803 -1.63167
C -0.07650 -0.27057 -0.82241
C 0.48361 -0.64475 0.61626
O 0.99119 -1.99562 0.56494
C 1.42864 0.54164 0.78553
C 1.10366 1.49938 1.64945
C 0.10371 1.32775 2.70147
C -0.66655 0.26550 2.71376
C -0.75600 -0.68578 1.58123
H 1.46041 -1.50188 -2.26671
H -1.59982 -1.13922 -2.10807
H -0.93877 -2.35545 -1.24697
H -0.47482 0.65400 -0.73741
H 1.80843 -2.02652 -0.03973
H 2.29248 0.74410 0.02311
H 1.74660 2.44455 1.71216
H -0.01272 2.02421 3.50860
H -1.41057 0.25691 3.48247
H -0.93111 -1.68653 1.78720
H -1.50307 -0.27201 0.95577

=====

[2]
16
Properties=species:S:1:pos:R:3 method="wB97M-V/def2-TZVPD" de_lowest_kcal_mol=6.7 total_charge=-1 homo_lumo_gap_ev=8.799
O -0.35730 0.46714 0.38679
C -0.69942 0.06037 1.54418
O -1.60673 0.51618 2.24536
C 0.19218 -1.05196 2.19627
H 1.04498 -1.34469 1.60742
H 0.44931 -0.59693 3.15388
H -0.54866 -1.82118 2.46733
H 1.52957 2.32415 -1.35928
H 0.11959 1.58173 -1.08695
O 0.62484 2.15509 -1.68518
H -1.97238 -0.39852 -1.71959
H -0.79787 0.09010 -2.53823
O -1.74248 -0.04773 -2.57046
H 1.97206 -0.48848 -1.14937
H 0.58446 -0.39409 -0.49506
O 1.20786 -1.05118 -0.99713

=====

[3]
12
Properties=species:S:1:pos:R:3 method="wB97M-V/def2-TZVPD" de_lowest_kcal_mol=14.3 total_charge=+2 multiplicity=2 homo_lumo_gap_ev="13.039 / 2.854"
C -0.07152 -0.58327 0.96438
N 0.13160 -0.05879 2.10235
H 0.81785 -1.07959 0.59773
H -0.81573 -0.30007 0.22787
H -0.53707 0.31899 2.78035
H 1.08999 0.07216 2.43507
H -1.48373 2.48412 -1.24831
H -0.66465 3.28939 -0.20460
O -0.93615 2.37909 -0.44281
H 0.61634 -1.72254 -3.03018
H 1.28429 -2.73804 -2.07353
O 0.56877 -2.06144 -2.10831

=====

[4]
9
Properties=species:S:1:pos:R:3 method="wB97M-V/def2-TZVPD" de_lowest_kcal_mol=40.7 total_charge=0 multiplicity=3 homo_lumo_gap_ev="6.615 / 7.394"
C -1.63697 -1.51808 -0.13462
C 1.26332 1.25215 -0.18154
O -2.58897 -1.23302 -0.81717
P 1.88899 -0.01179 -1.10050
Cl 2.36421 -1.27512 0.31947
H -0.85836 -0.82751 0.19425
H -1.21886 -2.50953 -0.09577
H 1.08326 2.18815 -0.57313
H 1.20382 1.31959 0.83018

=====

[5]
43
Properties=species:S:1:pos:R:3 method="wB97M-V/def2-TZVPD" total_charge=0 smiles="COc1cc(C(=O)Nc2nnc(C3=COCCO3)o2)cc(OC)c1OC" homo_lumo_gap_ev=8.660
C 4.09244 0.65627 -1.89158
O 2.97633 1.36442 -1.40694
C 2.27903 0.84396 -0.34914
C 2.57169 -0.39629 0.20721
C 1.81277 -0.90691 1.24812
C 2.12501 -2.25904 1.75972
O 3.23533 -2.67523 1.98842
N 1.02142 -3.07282 1.99776
C -0.24457 -2.90401 1.52574
N -1.32370 -3.44959 1.99768
N -2.34767 -2.99562 1.24626
C -1.84268 -2.19934 0.35236
C -2.52835 -1.40744 -0.63052
C -3.87076 -1.35037 -0.70057
O -4.54862 -0.62616 -1.62024
C -3.72116 -0.10177 -2.64084
C -2.40137 0.40355 -2.04878
O -1.70509 -0.66333 -1.44755
O -0.49207 -2.11365 0.46084
C 0.77802 -0.15350 1.79602
C 0.47199 1.08133 1.25551
O -0.53531 1.88625 1.69009
C -1.35551 1.42507 2.73593
C 1.21357 1.59655 0.16900
O 0.76688 2.80016 -0.27870
C 1.60599 3.64980 -1.02978
H 4.84515 0.50589 -1.11204
H 4.50937 1.28162 -2.67995
H 3.80404 -0.31124 -2.31358
H 3.37238 -1.00403 -0.17921
H 1.18444 -3.92363 2.52178
H -4.49762 -1.89372 -0.01547
H -4.28159 0.70380 -3.11677
H -3.50509 -0.88805 -3.37514
H -1.74692 0.80460 -2.82273
H -2.61187 1.18082 -1.30258
H 0.22944 -0.53670 2.64195
H -0.78909 1.28016 3.66173
H -1.86499 0.49151 2.47232
H -2.09794 2.20641 2.89029
H 2.57783 3.78283 -0.54938
H 1.08394 4.60624 -1.06069
H 1.75491 3.28120 -2.04653

=====

[6]
13
Properties=species:S:1:pos:R:3 method="wB97M-V/def2-TZVPD" de_lowest_kcal_mol=191.0 total_charge=0 smiles="N#CC(=O)NN1CC1" homo_lumo_gap_ev=9.944
N 4.13821 -0.61928 -0.18364
C 2.99543 -0.01208 0.25030
C 1.54140 0.57727 0.01729
O 1.34421 1.77749 -0.09359
N 0.63855 -0.30626 0.07468
N -0.68229 -0.22822 -0.66082
C -1.76211 -0.75547 0.18958
C -1.77184 0.75704 0.09043
H 1.01062 -0.96449 -0.58452
H -1.16824 -1.11182 1.08902
H -2.55421 -1.60383 -0.29398
H -2.26768 1.39290 -0.87489
H -1.46205 1.09674 0.98014

=====

E_tot / eV: -18067.765; -12459.950; -6728.440; -25992.449; -35667.625; -10739.331
M / g mol⁻¹: 193.2; 113.1; 66.1; 110.5; 363.3; 111.1